# 1
A 2-piece molecular cluster, C4H11NS overall in a non-equilibrium geometry, computed with ωB97M-V with the def2-TZVPD basis set.

```
17
Properties=species:S:1:pos:R:3:forces:R:3:lowdin_charge:R:1
C -0.39940 3.27773 -0.15063 0.4 -0.1 0.2 -0.423
S 0.34546 1.96157 0.84814 0.3 -0.4 -0.2 0.712
C -0.48885 2.28951 2.38804 -1.3 0.7 0.5 -0.474
H 0.19191 4.18663 -0.05053 0.0 0.0 -0.2 0.029
H -1.38601 3.46498 0.24670 -0.4 0.0 -0.2 0.024
H -0.44088 2.94450 -1.19278 0.0 0.2 0.3 0.031
H -0.25907 1.63893 3.22845 0.7 -0.1 -0.3 0.034
H -0.38636 3.33673 2.68551 0.4 -0.1 0.1 0.036
H -1.56917 2.17075 2.28193 -0.1 -0.2 -0.3 0.030
C 0.94190 -4.09220 -0.73332 0.1 0.3 0.5 -0.047
C -0.10315 -3.80630 -1.51003 0.2 0.0 -0.1 -0.312
N -0.40568 -2.54376 -1.96593 0.2 -0.1 0.0 0.033
H 1.55461 -3.30725 -0.30600 0.0 0.2 -0.2 0.040
H 1.20825 -5.06197 -0.36315 -0.3 -0.5 -0.2 0.028
H -0.77347 -4.57507 -1.88398 0.1 0.0 0.1 0.101
H 0.21623 -1.78161 -1.75838 -0.2 0.0 0.0 0.085
H -1.26097 -2.35426 -2.44268 -0.1 0.0 0.0 0.073
```
Positions in Å, forces in eV/Å.

Output
- LUMO: 0.89 eV

# 2
C6H8N2O2 as an isolated structure in a non-equilibrium geometry, computed with ωB97M-V with the def2-TZVPD basis set.

```
18
Properties=species:S:1:pos:R:3:forces:R:3:lowdin_charge:R:1
O -0.42914 2.57083 -0.53173 -0.2 -1.0 0.0 0.139
C -0.93301 1.49821 -0.35502 0.2 1.6 -0.2 -0.446
C -1.70241 0.50607 -1.21252 0.0 -0.1 -0.4 -0.028
C -2.01212 -0.17550 0.11591 -0.2 -0.3 0.0 -0.160
C -0.81506 -0.51960 0.88822 0.0 -0.1 0.5 -0.229
C 0.46346 -1.02642 0.26444 0.4 -1.0 -1.0 -0.123
C 1.69478 -0.67698 1.00651 0.5 4.6 4.3 -0.177
N 2.22657 0.04858 1.81443 -1.8 -3.6 -2.6 0.129
N -1.26275 0.90107 0.90639 0.1 -0.4 0.4 0.128
H -2.58414 0.98050 -1.66154 0.3 -0.1 0.1 0.128
H -1.12917 -0.02176 -1.98680 -0.3 0.0 0.2 0.117
H -3.00923 -0.47995 0.43181 0.3 0.1 -0.1 0.141
H -1.00210 -0.96161 1.86833 0.0 0.1 -0.2 0.151
H 0.40562 -2.12417 0.19995 -0.2 0.2 0.0 0.131
H 0.58017 -0.68449 -0.77328 0.1 0.0 0.4 0.116
O 3.04557 0.16484 -0.56166 -0.3 3.1 1.9 -0.260
H 3.23972 -0.66619 -1.00766 1.3 0.0 1.1 0.014
H 3.22327 0.66656 0.59420 -0.3 -3.3 -4.3 0.230
```
Positions in Å, forces in eV/Å.

Output
- LUMO: 0.40 eV

# 3
C19H19N7O5SV as an isolated structure, computed with ωB97M-V with the def2-TZVPD basis set.

```
52
Properties=species:S:1:pos:R:3:forces:R:3:mulliken_spin:R:1
V 0.16346 -0.11769 -0.07239 0.1 0.3 0.0 2.099
C 2.79631 -0.51933 3.22655 -0.1 0.0 0.0 0.006
C 2.00404 -0.70376 1.95471 0.0 0.0 0.1 0.005
O 1.21927 0.28566 1.63419 0.2 0.0 0.0 -0.021
C 2.12290 -1.81951 1.19173 -0.1 0.0 0.0 0.003
C 1.38026 -1.84429 -0.08831 0.1 -0.2 0.0 -0.110
C 2.04977 -1.92960 -2.89315 0.0 0.0 0.0 -0.001
N -0.08848 -2.15111 0.01784 0.0 -0.1 0.1 -0.005
N -0.68669 -2.64579 1.23166 0.0 0.0 0.0 0.019
C -1.35543 -1.64639 1.74322 0.0 0.0 0.0 0.009
O -1.42405 -0.45833 1.28360 0.1 0.0 0.0 -0.015
C -2.11730 -1.94638 3.00301 0.0 0.0 0.0 -0.003
C -2.23344 -3.24202 3.50030 0.0 0.0 0.0 -0.001
C -2.94588 -3.48343 4.66539 0.0 0.0 0.0 0.000
C -3.54949 -2.43368 5.34866 0.0 0.0 0.0 0.000
C -3.43382 -1.14075 4.85691 0.0 0.0 0.0 0.000
C -2.72161 -0.89931 3.68928 0.0 0.0 0.0 0.002
H 2.12021 -0.35098 4.06941 0.0 0.0 0.0 -0.001
H 3.42170 0.37130 3.12366 0.0 0.0 0.0 -0.001
H 3.42785 -1.38416 3.43724 0.0 0.0 0.0 0.000
H 2.75888 -2.64429 1.50255 0.0 0.0 0.0 -0.003
H 2.80735 -2.34067 -3.56425 0.0 0.0 0.0 0.001
H 2.22955 -0.86869 -2.73898 0.0 0.0 0.0 0.000
H 1.05946 -2.07949 -3.32033 0.0 0.0 0.0 -0.003
H -1.75173 -4.04138 2.95334 0.0 0.0 0.0 0.002
H -3.03105 -4.49566 5.04515 0.0 0.0 0.0 0.000
H -4.10485 -2.62403 6.26051 0.0 0.0 0.0 0.000
H -3.89804 -0.31616 5.38616 0.0 0.0 0.0 0.000
H -2.61173 0.09771 3.28305 0.0 0.0 0.0 0.001
N -0.92597 -4.03813 -1.21128 0.0 0.0 0.0 0.021
C -0.75318 -2.66118 -1.14037 0.0 0.1 0.0 0.115
S 2.24891 -2.81123 -1.32218 0.0 0.0 0.0 -0.003
N -1.23894 -1.88709 -2.04156 0.1 0.0 0.0 -0.076
N -1.00408 -0.56893 -1.72303 -0.2 -0.1 -0.3 0.246
C -1.70443 0.37669 -2.31520 0.0 0.0 0.1 0.154
C -1.60382 1.67202 -1.76886 0.1 0.0 0.1 0.162
C -2.22203 2.82169 -2.32372 0.0 0.0 0.0 0.005
C -2.06658 4.03972 -1.72239 0.0 0.0 0.0 0.021
C -1.28098 4.14437 -0.55308 0.0 0.0 0.0 0.205
C -0.70186 2.98528 -0.06053 0.0 0.0 0.0 -0.068
N -0.84976 1.78884 -0.60910 -0.2 0.0 -0.1 0.167
H -0.12717 -4.51675 -0.81735 0.0 0.0 0.0 0.004
H -1.10228 -4.32468 -2.16329 0.0 0.0 0.0 0.002
H -2.36813 0.15022 -3.14607 0.0 0.0 0.0 0.026
H -2.80680 2.71331 -3.23060 0.0 0.0 0.0 0.004
H -2.53539 4.92094 -2.14808 0.0 0.0 0.0 0.006
H -1.11080 5.09258 -0.06222 0.0 0.0 0.0 0.020
H -0.06905 3.00953 0.82083 0.0 0.0 0.0 0.003
O 3.41519 1.54566 -2.19777 0.0 0.0 0.0 0.000
N 2.53037 1.58282 -1.33030 -0.1 0.1 0.0 -0.007
O 2.58768 2.34625 -0.36806 0.0 0.0 0.0 0.006
O 1.52096 0.82039 -1.48014 0.2 -0.1 -0.1 0.004
```
Positions in Å, forces in eV/Å.

Output
- LUMO (spin up / spin down): 4.75 / 4.75 eV
- Net charge: -2
- Multiplicity: 4

# 4
An isolated ion of composition C13H6N5O7 and charge -1 in a non-equilibrium geometry, computed with ωB97M-V with the def2-TZVPD basis set.

```
31
Properties=species:S:1:pos:R:3:forces:R:3:lowdin_charge:R:1
N -3.87384 -0.22871 1.09110 2.0 0.8 0.5 0.118
C -2.81017 0.22143 1.29510 -1.9 -0.7 -0.5 -0.218
C -1.53148 0.81775 1.48278 1.0 -0.4 -0.3 -0.196
C -0.34307 -0.12053 1.62143 0.2 -1.0 -0.6 -0.053
C 0.94476 0.59964 1.72528 1.3 -1.2 -1.3 -0.074
N 2.18776 0.04057 1.49629 -1.6 1.7 0.8 -0.157
O 2.62869 -1.08920 1.32354 -0.2 1.3 0.4 0.059
O 3.07149 1.18534 1.49987 0.3 -1.1 -0.3 -0.009
N 2.37949 2.38051 1.52704 -2.3 -1.6 0.1 0.128
C 1.07675 1.99095 1.60425 1.5 2.3 0.8 -0.179
C -0.11084 2.82339 1.62875 -0.7 0.6 -0.1 -0.111
N -0.13803 4.25507 1.88809 -0.4 -0.2 -0.2 -0.354
O 0.88180 4.87850 2.24753 -1.4 -1.2 -0.7 0.017
O -1.26796 4.79308 1.75496 1.6 -0.1 0.3 -0.034
C -1.38110 2.19436 1.45372 0.8 0.1 0.4 0.041
H -0.46054 -0.91485 2.42148 0.0 0.8 -1.2 0.178
H -2.26476 2.85355 1.35920 0.7 -0.6 0.1 0.136
O -0.12581 -1.15256 0.41417 -0.5 0.8 0.6 -0.050
C 0.05117 -1.22586 -0.89718 -0.1 0.1 -0.1 -0.195
C -0.18920 -2.54116 -1.43446 0.5 1.7 0.5 -0.093
N -0.27003 -3.63588 -0.52358 -1.0 -2.6 1.4 -0.290
O -0.50209 -4.74630 -1.08356 0.5 1.5 1.3 0.000
O -0.14000 -3.51597 0.71633 -0.2 -0.8 -2.9 0.074
C -0.22255 -2.78613 -2.80071 0.6 0.2 -0.3 -0.009
C 0.16475 -1.75565 -3.65823 -0.1 0.1 0.0 -0.098
C 0.53003 -0.48154 -3.17708 -0.4 -0.3 0.6 -0.076
C 0.46810 -0.21204 -1.80543 -0.3 -0.1 0.2 0.008
H -0.47656 -3.79805 -3.15282 0.3 0.8 0.2 0.123
H 0.21460 -1.95467 -4.72006 -0.1 0.0 0.0 0.090
H 0.80104 0.33667 -3.86742 -0.1 -0.7 0.4 0.110
H 0.70760 0.78829 -1.43037 -0.1 -0.4 0.0 0.117
```
Positions in Å, forces in eV/Å.

Output
- LUMO: 1.82 eV
- Net charge: -1

# 5
C10H12BrIrN3O3 as an isolated structure in a non-equilibrium geometry, computed with ωB97M-V with the def2-TZVPD basis set.

```
30
Properties=species:S:1:pos:R:3:forces:R:3:lowdin_charge:R:1
Ir 0.38081 0.33113 0.78805 -1.3 1.5 -0.1 1.253
N -0.60696 2.22227 1.05893 -0.1 0.0 0.3 -0.103
C -0.69071 2.51021 2.51136 0.0 0.1 0.0 -0.108
C -0.59317 1.23450 3.32316 0.2 0.0 0.1 -0.476
O -0.93495 1.13164 4.46300 -0.1 0.0 0.0 0.163
N 0.07546 0.20413 2.63332 0.2 -0.5 0.1 -0.178
C 0.60455 -0.94761 3.34886 0.2 0.1 0.0 -0.082
C 1.11259 -1.95447 2.32033 -0.1 0.0 0.1 -0.573
O 1.52913 -3.03026 2.61676 0.0 0.0 0.0 0.144
O 1.02785 -1.53169 1.04430 0.2 0.3 -0.1 -0.231
H -0.14417 2.97948 0.56399 0.1 0.0 0.0 0.093
H -1.54724 2.15087 0.68072 0.0 0.0 -0.1 0.115
H -1.59702 3.05144 2.77209 0.0 0.0 0.0 0.143
H 0.16686 3.11984 2.79909 0.0 0.0 0.0 0.143
H -0.16686 -1.39705 3.97335 0.0 0.0 0.0 0.149
H 1.43343 -0.65604 3.99754 0.0 0.0 0.0 0.154
C -0.30367 -2.35474 -4.06557 0.0 0.0 0.0 -0.018
C -0.23462 -1.20404 -3.10311 0.0 0.2 -0.2 -0.197
C -0.18702 0.13724 -3.55851 -0.1 -0.2 0.0 0.030
C -0.06396 1.23381 -2.71619 -0.2 -0.1 0.3 -0.001
C -0.12518 0.87705 -1.37184 1.2 0.2 0.2 -0.192
Br 2.49310 1.44094 0.53973 0.1 -0.1 -0.1 0.224
N -0.13074 -0.31661 -1.00707 -0.5 -1.6 -0.3 -0.153
C -0.17320 -1.43767 -1.74076 0.0 0.3 -0.2 0.012
H -0.24930 -2.00948 -5.09509 0.0 0.0 0.0 0.088
H -1.23674 -2.90389 -3.93861 0.0 0.0 0.0 0.099
H 0.51799 -3.04952 -3.89355 0.0 0.0 0.0 0.099
H -0.24091 0.31459 -4.62616 0.0 0.0 0.0 0.134
H -0.00790 2.25051 -3.06921 0.1 0.0 0.0 0.118
H -0.10746 -2.39660 -1.24890 0.0 0.0 0.0 0.148
```
Positions in Å, forces in eV/Å.

Output
- LUMO: -5.74 eV
- Net charge: +1

# 6
A 4-piece molecular cluster, H9NO3 overall in a non-equilibrium geometry, computed with ωB97M-V with the def2-TZVPD basis set.

```
13
Properties=species:S:1:pos:R:3:forces:R:3:lowdin_charge:R:1
N -1.20559 -0.84043 1.98803 -0.5 -0.5 -0.7 0.027
H -1.47321 -1.48139 2.71467 0.2 0.2 0.0 0.015
H -0.24667 -0.88872 1.68185 -0.1 0.5 0.4 0.024
H -1.71016 0.03316 1.97197 0.5 -0.1 0.1 0.021
H 0.15701 1.99280 0.27629 0.3 -0.3 -0.2 0.032
H 0.72598 3.05024 1.10699 0.3 0.6 0.4 0.029
O 1.02047 2.31428 0.57578 -0.7 -0.3 -0.3 -0.052
H 1.30416 0.72129 -1.38816 -0.1 0.0 0.1 0.004
H 0.59065 -0.67204 -1.40891 -0.1 0.2 -0.1 -0.032
O 1.42844 -0.21315 -1.56868 0.5 -0.1 -0.1 -0.076
H -1.20358 -1.36156 -0.18170 -0.1 0.2 0.5 0.001
H -1.45682 -2.10095 -1.47225 0.3 0.4 -0.1 0.068
O -1.03140 -1.29974 -1.12883 -0.5 -0.6 -0.1 -0.062
```
Positions in Å, forces in eV/Å.

Output
- LUMO: 0.44 eV

# 7
C31H31Cl4F4N2O5Ta as an isolated structure in a non-equilibrium geometry, computed with ωB97M-V with the def2-TZVPD basis set.

```
78
Properties=species:S:1:pos:R:3:forces:R:3:lowdin_charge:R:1
Ta -0.61409 -0.33541 -0.06102 0.6 0.1 1.5 2.087
C -1.66641 -2.85907 2.17017 0.1 0.0 0.1 -0.017
O -1.67357 -1.42829 1.97467 0.1 0.1 -0.3 -0.295
C -1.88702 -0.73301 3.20227 -0.1 0.0 0.1 -0.158
C -2.51792 0.57161 2.83848 -0.2 0.0 0.0 -0.125
O -1.72609 1.17098 1.80949 0.7 0.1 -0.2 -0.248
C -1.18511 2.47405 2.05286 -0.1 0.1 0.0 -0.134
C 0.28237 2.37820 2.34768 0.0 -0.1 0.1 -0.166
O 0.84662 1.49122 1.38858 0.1 0.0 0.3 -0.321
C 2.27334 1.66265 1.33613 -0.1 -0.1 0.0 -0.051
H -2.62164 -3.16323 2.59505 0.0 0.0 0.0 0.117
H -0.85000 -3.13718 2.84095 0.0 0.0 0.0 0.104
H -1.53784 -3.33151 1.20692 0.0 0.0 0.0 0.074
H -0.93805 -0.60273 3.72392 -0.1 0.0 0.1 0.117
H -2.56270 -1.29516 3.84894 0.0 -0.1 -0.1 0.151
H -2.60454 1.22116 3.70971 0.1 0.1 -0.1 0.149
H -3.51577 0.40563 2.42874 0.0 0.0 0.0 0.145
H -1.70889 2.97203 2.86879 -0.1 0.0 0.0 0.149
H -1.34715 3.04943 1.14341 0.0 0.0 0.0 0.110
H 0.48307 2.00666 3.36019 0.0 0.0 0.0 0.139
H 0.73308 3.37052 2.25920 0.0 0.0 0.0 0.149
H 2.50748 2.66255 0.96747 0.0 0.0 0.0 0.111
H 2.68538 0.91605 0.66679 0.0 0.0 0.0 0.081
H 2.70349 1.53216 2.33059 0.0 0.0 0.0 0.108
Cl 1.12536 -5.11390 -4.60401 0.0 0.0 0.0 0.759
C 0.30392 -4.22956 -3.39894 -0.1 0.0 0.0 -0.680
C -0.96005 -4.65757 -2.94420 0.1 0.0 0.0 -0.679
Cl -1.68319 -6.04743 -3.61857 0.0 0.0 0.0 0.760
C -1.63182 -3.95558 -1.94097 -0.1 -0.1 0.2 -0.605
Cl -3.16073 -4.43135 -1.33337 0.0 0.0 0.0 0.779
C -1.01931 -2.82810 -1.42944 -0.3 0.2 0.0 -0.317
O -1.48121 -1.98964 -0.46761 0.1 -0.5 -0.1 -0.264
C 0.17385 -2.37037 -1.93236 0.1 0.2 0.0 -0.342
O 0.50913 -1.18288 -1.36886 0.0 -0.3 -0.4 -0.275
C 0.88535 -3.06941 -2.88494 0.1 0.1 -0.1 -0.606
Cl 2.41442 -2.48140 -3.39552 0.0 0.0 0.0 0.773
C 2.92127 4.07561 -3.53989 0.0 0.0 0.0 -0.010
C 2.16131 3.10704 -2.69206 0.1 0.1 -0.1 -0.218
C 0.96258 3.44468 -2.07592 -0.1 0.1 0.1 0.026
C 0.28047 2.50761 -1.33315 0.3 0.0 0.2 -0.108
N 0.71923 1.25005 -1.14395 -0.5 -0.2 -0.5 -0.057
C 1.89774 0.92392 -1.72174 0.0 0.2 -0.1 -0.120
C 2.62451 1.80964 -2.48072 0.0 -0.1 0.0 0.022
H 2.45721 5.05898 -3.54722 0.0 0.0 0.0 0.090
H 2.97505 3.70980 -4.56713 0.0 0.0 0.0 0.105
H 3.94796 4.17238 -3.18391 0.0 0.0 0.0 0.101
H 0.54617 4.43781 -2.18269 0.0 0.0 0.0 0.133
H -0.64951 2.77085 -0.86488 -0.1 0.1 0.0 0.081
H 2.25945 -0.07789 -1.56916 0.0 0.0 0.0 0.094
H 3.55344 1.47713 -2.92588 0.0 0.0 0.0 0.136
F 3.30346 -3.70103 5.28107 0.0 0.0 0.0 0.169
C 3.30171 -4.10131 4.00916 0.0 0.0 0.0 -0.596
F 4.56541 -4.20031 3.59057 0.0 0.0 0.0 0.181
F 2.74232 -5.31389 3.94597 0.0 0.0 0.0 0.175
C 2.53511 -3.13378 3.12777 0.0 -0.1 0.0 -0.066
C 2.01819 -1.95352 3.63151 0.0 0.1 0.0 0.055
C 1.31184 -1.12897 2.77570 0.1 0.0 0.0 -0.123
N 1.09629 -1.42012 1.48818 -0.4 0.0 -0.4 0.005
C 1.61399 -2.56557 1.01248 0.0 0.0 0.0 -0.070
C 2.34098 -3.44326 1.79253 0.0 0.0 0.0 0.058
H 2.15579 -1.68218 4.66884 0.0 0.0 0.0 0.139
H 0.90254 -0.19688 3.13084 0.1 0.1 0.0 0.093
H 1.43941 -2.78450 -0.03051 0.1 -0.1 0.1 0.106
H 2.74289 -4.35218 1.36505 0.0 0.0 0.0 0.147
F -2.66290 4.96496 -3.91264 0.0 0.0 0.0 0.094
C -2.65173 3.86502 -3.15584 0.0 0.0 0.0 -0.278
C -2.98638 3.96891 -1.81835 0.1 0.0 0.1 0.019
C -2.94636 2.82277 -1.03779 -0.2 0.0 -0.1 -0.072
C -2.58772 1.58827 -1.58131 -0.5 0.1 0.0 -0.330
C -2.57172 0.35092 -0.74489 0.7 0.0 -0.4 -0.191
C -2.29164 1.52202 -2.94298 0.1 0.0 0.0 -0.039
C -2.31949 2.65514 -3.73833 0.1 0.0 0.0 0.021
H -3.28419 4.92722 -1.41360 0.0 0.0 0.0 0.132
H -3.24315 2.88215 0.00256 -0.1 0.0 0.0 0.115
H -2.92246 -0.51819 -1.29244 -0.4 0.2 -0.2 0.079
H -3.14666 0.45998 0.17241 -0.2 -0.1 -0.1 0.069
H -2.04720 0.56488 -3.39211 0.0 0.0 0.0 0.125
H -2.09896 2.61370 -4.79668 0.0 0.0 0.0 0.133
```
Positions in Å, forces in eV/Å.

Output
- LUMO: -7.02 eV
- Net charge: +2

Q: What is the formula in the seventh record?
A: C31H31Cl4F4N2O5Ta

Q: What is the formula in the seventh record?
A: C31H31Cl4F4N2O5Ta